Computed, not measured: a 2-piece molecular cluster, C8H12 overall in a non-equilibrium geometry, with ωB97M-V/def2-TZVPD.

Calculated values
HOMO-LUMO gap (alpha / beta): 0.3147 / 0.3147 hartree
charge: 0
E_HOMO (alpha / beta): -8.22 / -8.22 eV
total energy: -311.818481 a.u.
F_max: 4.3 eV/A

Cartesian coordinates (Å):
C  -0.44  1.08  0.03
C  -0.58  2.29  -0.48
C  3.31  0.13  0.35
C  2.29  -0.47  -0.18
C  0.26  0.15  0.84
C  -0.95  -0.32  0.09
C  -0.79  -1.21  -1.13
C  -2.21  -0.61  0.88
H  -1.39  2.52  -1.16
H  0.12  3.08  -0.25
H  4.33  -0.05  0.03
H  3.20  0.85  1.15
H  2.16  -1.21  -0.94
H  0.54  0.11  1.86
H  -1.70  -1.18  -1.73
H  -0.61  -2.24  -0.83
H  0.04  -0.87  -1.75
H  -3.05  -0.73  0.20
H  -2.43  0.21  1.56
H  -2.10  -1.53  1.45



Computed, not measured: one molecule with the formula C8H12 in a non-equilibrium geometry, with ωB97M-V/def2-TZVPD.

Calculated values
HOMO-LUMO gap (alpha / beta): 0.2311 / 0.2689 hartree
charge: 0
E_HOMO (alpha / beta): -5.19 / -9.36 eV
total energy: -311.685948 a.u.
spin multiplicity: 3
F_max: 11.0 eV/A

Cartesian coordinates (Å):
C  -1.05  -0.78  1.79
C  0.14  -0.91  0.92
C  1.76  1.79  0.48
C  -1.02  -1.93  1.19
C  1.45  0.92  -0.46
C  0.21  0.11  -0.41
C  -1.23  0.90  -0.42
C  0.12  -0.83  -1.54
H  -1.57  -0.12  2.60
H  1.16  -0.88  1.40
H  2.68  2.42  0.50
H  0.95  1.94  1.28
H  -1.37  -2.74  0.68
H  2.27  0.50  -1.08
H  -1.29  1.38  -1.36
H  -1.34  1.59  0.39
H  -1.92  0.03  -0.31
H  -0.72  -1.62  -1.28
H  0.95  -1.45  -1.80
H  -0.17  -0.30  -2.54



Computed, not measured: C8H12AlO6 as an isolated structure in a non-equilibrium geometry, with ωB97M-V/def2-TZVPD.

Calculated values
HOMO-LUMO gap: 0.0581 hartree
charge: +3
E_HOMO: -19.18 eV
total energy: -1004.550497 a.u.
F_max: 1.4 eV/A

Cartesian coordinates (Å):
Al  -0.60  -1.97  -2.79
C  5.48  -3.15  0.12
C  4.27  -2.39  0.68
C  4.20  -0.84  0.81
O  2.92  -0.51  0.32
C  2.33  -1.57  -0.24
O  1.27  -1.60  -0.75
O  3.13  -2.67  -0.09
H  6.30  -2.41  0.12
H  5.24  -3.58  -0.84
H  5.84  -3.94  0.79
H  4.14  -2.75  1.75
H  4.98  -0.39  0.17
H  4.30  -0.47  1.83
C  -4.85  3.48  -0.97
C  -4.00  2.65  -0.03
C  -4.54  1.52  0.86
O  -3.74  0.44  0.58
C  -2.81  0.72  -0.37
O  -1.99  -0.02  -0.79
O  -2.98  2.03  -0.72
H  -5.09  2.84  -1.83
H  -4.32  4.36  -1.34
H  -5.77  3.78  -0.47
H  -3.48  3.33  0.74
H  -5.61  1.43  0.52
H  -4.59  1.69  1.94



Computed, not measured: C8H12BN4S6SbTi as an isolated structure, with ωB97M-V/def2-TZVPD.

Calculated values
HOMO-LUMO gap (alpha / beta): 0.2602 / 0.2701 hartree
charge: -1
E_HOMO (alpha / beta): -4.55 / -4.80 eV
total energy: -4035.084825 a.u.
spin multiplicity: 2
F_max: 0.7 eV/A

Cartesian coordinates (Å):
Ti  -0.97  0.90  1.03
C  0.49  -1.31  3.78
N  0.43  -1.61  2.36
C  1.47  -2.03  1.57
C  0.98  -2.17  0.32
N  -0.35  -1.82  0.32
B  -1.25  -1.93  -0.99
N  -0.88  -0.74  -1.95
C  0.11  -0.83  -2.90
C  0.27  0.37  -3.48
N  -0.63  1.22  -2.88
C  -0.69  2.66  -3.05
C  -1.33  0.53  -1.95
S  -2.49  1.26  -0.91
C  -0.68  -1.49  1.59
S  -2.21  -0.94  2.14
H  1.53  -1.25  4.06
H  -0.03  -2.09  4.34
H  0.03  -0.34  3.96
H  2.47  -2.13  1.96
H  1.48  -2.45  -0.59
H  -0.87  -2.92  -1.56
H  -2.40  -1.93  -0.69
H  0.61  -1.77  -3.08
H  0.94  0.71  -4.25
H  0.20  2.97  -3.59
H  -0.69  3.13  -2.07
H  -1.58  2.95  -3.60
S  2.68  1.64  3.61
Sb  1.39  2.76  2.12
S  -0.94  2.46  2.72
S  1.16  1.31  0.18
S  1.76  4.88  1.48



Computed, not measured: a 2-piece molecular cluster, C8H12BrN overall in a non-equilibrium geometry, with ωB97M-V/def2-TZVPD.

Calculated values
HOMO-LUMO gap: 0.3562 hartree
SMILES: Brc1ccccc1.CCN
charge: 0
E_HOMO: -8.87 eV
total energy: -2940.750473 a.u.
F_max: 2.0 eV/A

Cartesian coordinates (Å):
Br  0.15  -0.11  3.00
C  -0.09  0.68  1.30
C  0.99  1.30  0.68
C  0.80  1.88  -0.58
C  -0.45  1.85  -1.19
C  -1.52  1.23  -0.55
C  -1.35  0.64  0.70
H  1.97  1.32  1.17
H  1.65  2.37  -1.08
H  -0.59  2.31  -2.18
H  -2.51  1.19  -1.03
H  -2.19  0.14  1.22
C  -0.67  -1.91  -0.10
C  0.51  -1.12  -0.66
N  1.71  -1.09  0.18
H  -0.39  -2.96  0.05
H  -1.53  -1.87  -0.79
H  -0.99  -1.48  0.87
H  0.80  -1.54  -1.64
H  0.20  -0.07  -0.83
H  2.03  -2.05  0.35
H  1.48  -0.70  1.10



Computed, not measured: C8H12Cl3F2NO14S2Y as an isolated structure in a non-equilibrium geometry, with ωB97M-V/def2-TZVPD.

Calculated values
HOMO-LUMO gap: 0.1181 hartree
charge: +1
E_HOMO: -12.09 eV
total energy: -3834.471795 a.u.
F_max: 9.4 eV/A

Cartesian coordinates (Å):
Y  -2.09  3.17  -2.26
Cl  -1.53  0.01  -0.57
O  -1.21  -1.03  -1.47
O  -0.89  1.28  -0.91
O  -2.97  0.28  -0.52
O  -1.13  -0.29  0.79
N  -0.20  3.17  -3.38
S  0.66  2.06  -4.14
O  1.80  1.56  -3.44
O  0.56  2.02  -5.58
F  -0.37  0.87  -3.77
S  0.98  4.36  -3.42
O  1.53  4.74  -4.67
O  1.78  4.53  -2.23
F  -0.18  5.47  -3.11
C  -0.24  -3.63  0.85
C  -0.38  -4.27  -0.54
O  0.88  -4.10  -1.15
C  1.61  -3.22  -0.42
O  2.71  -2.85  -0.69
O  0.94  -2.85  0.67
H  -0.23  -4.41  1.62
H  -1.12  -3.02  1.03
H  -1.23  -3.80  -1.05
H  -0.67  -5.32  -0.49
C  2.20  0.16  1.39
C  2.23  0.29  -0.14
O  3.53  -0.06  -0.54
C  4.24  -0.43  0.53
O  5.36  -0.83  0.51
O  3.54  -0.26  1.67
H  1.46  -0.57  1.72
H  1.94  1.11  1.86
H  1.94  1.29  -0.48
H  1.53  -0.44  -0.56
Cl  -4.16  0.18  6.00
C  -3.50  -0.09  4.41
C  -3.29  1.21  3.64
Cl  -2.23  2.35  4.52
H  -4.17  -0.65  3.75
H  -2.60  -0.70  4.47
H  -4.21  1.75  3.43
H  -2.81  0.98  2.69



Computed, not measured: C8H12Cl6F6NaO6S2 as an isolated structure in a non-equilibrium geometry, with ωB97M-V/def2-TZVPD.

Calculated values
HOMO-LUMO gap: 0.2833 hartree
charge: -1
E_HOMO: -6.10 eV
total energy: -5082.707269 a.u.
F_max: 1.9 eV/A

Cartesian coordinates (Å):
Na  -11.74  14.32  -17.65
C  -15.61  12.17  -18.11
F  -15.75  12.95  -17.04
F  -14.91  11.09  -17.75
F  -16.82  11.81  -18.49
S  -14.69  13.06  -19.48
O  -15.56  14.19  -19.80
O  -13.40  13.37  -18.84
O  -14.58  12.10  -20.57
C  -12.03  18.87  -18.57
F  -12.16  20.03  -19.21
F  -10.85  18.85  -17.95
F  -13.00  18.82  -17.64
S  -12.26  17.41  -19.77
O  -13.68  17.46  -20.09
O  -11.39  17.74  -20.88
O  -11.81  16.25  -18.98
Cl  -16.02  16.49  -17.59
C  -15.83  17.25  -16.00
C  -14.90  16.42  -15.13
Cl  -13.28  16.21  -15.94
H  -16.80  17.30  -15.52
H  -15.46  18.26  -16.16
H  -15.29  15.41  -15.00
H  -14.71  16.84  -14.15
Cl  -10.08  13.28  -19.41
C  -9.91  11.56  -19.85
C  -11.28  10.89  -19.77
Cl  -11.77  10.65  -18.07
H  -9.17  11.10  -19.21
H  -9.56  11.51  -20.88
H  -11.20  9.88  -20.18
H  -12.04  11.44  -20.33
Cl  -9.34  12.63  -16.05
C  -10.08  11.58  -14.82
C  -10.95  12.49  -13.96
Cl  -12.26  13.35  -14.84
H  -9.27  11.22  -14.19
H  -10.63  10.82  -15.37
H  -10.36  13.31  -13.57
H  -11.39  11.92  -13.14



Computed, not measured: one molecule with the formula C8H12F3NO2S in a non-equilibrium geometry, with ωB97M-V/def2-TZVPD.

Calculated values
HOMO-LUMO gap (alpha / beta): 0.2627 / 0.2550 hartree
charge: 0
E_HOMO (alpha / beta): -6.36 / -9.98 eV
total energy: -1214.801224 a.u.
spin multiplicity: 3
F_max: 5.1 eV/A

Cartesian coordinates (Å):
C  0.25  0.16  1.30
C  -0.18  1.51  0.97
C  -0.68  -0.90  0.79
C  -1.69  1.57  0.73
C  -2.22  0.64  -0.40
C  -1.21  -0.47  -0.66
C  -1.95  -1.70  -1.40
C  3.70  -0.58  0.17
N  2.56  0.94  -1.42
O  1.65  -0.09  0.80
O  0.54  2.49  0.75
F  3.14  -1.54  -0.44
F  4.88  -0.29  -0.27
F  3.94  -0.99  1.47
S  2.68  0.98  0.07
H  0.27  0.12  2.43
H  -0.10  -1.87  0.68
H  -1.51  -0.94  1.46
H  -2.39  1.41  1.60
H  -1.77  2.56  0.34
H  -3.21  0.15  -0.17
H  -2.30  1.27  -1.15
H  -0.36  -0.28  -1.29
H  -2.90  -1.84  -0.85
H  -1.34  -2.61  -1.24
H  -2.15  -1.55  -2.50
H  2.33  1.86  -1.77